{
  "formula": "C4H4F3N2P",
  "method": "ωB97M-V/def2-TZVPD",
  "orbital_gap_ev": [6.801, 6.806],
  "total_charge": 0,
  "lumo_ev": [-0.448, -0.446],
  "de_lowest_kcal_mol": 81.4,
  "species": ["C", "C", "C", "C", "N", "N", "F", "F", "F", "P", "H", "H", "H", "H"],
  "xyz": [[0.73278, 0.10594, -0.30037], [1.95107, -0.31659, -0.29620], [-0.42362, 0.94584, 0.10630], [3.35400, -0.03026, 0.07466], [0.96940, -1.31695, -0.77332], [0.59619, -2.46288, 0.11413], [4.03688, -0.03062, -1.07061], [3.38483, 1.12585, 0.72900], [3.88369, -0.99217, 0.78558], [-0.60787, -3.55315, -0.25738], [-1.28292, 0.30727, 0.55836], [-0.88388, 1.43288, -0.76086], [0.01664, 1.75802, 0.83826], [1.12390, -2.52741, 0.94853]]
}

{
  "formula": "CH3NO4S",
  "method": "ωB97M-V/def2-TZVPD",
  "orbital_gap_ev": [5.287, 5.720],
  "total_charge": -2,
  "lumo_ev": [6.845, 6.844],
  "de_lowest_kcal_mol": 48.3,
  "species": ["C", "N", "O", "O", "O", "O", "S", "H", "H", "H"],
  "xyz": [[0.40607, -0.05220, -0.70328], [-1.57481, -1.14087, -0.05456], [-2.23912, -0.31054, 0.64661], [1.90628, -1.49152, 0.92060], [2.93110, -0.68556, -1.19605], [2.53474, 1.00159, 0.55964], [2.04734, -0.31359, 0.00478], [0.47030, -0.63415, -1.63634], [-0.26225, 0.74963, -0.85714], [-0.90586, -1.80335, 0.51506]]
}